{"formula": "C36H53BrF4GaO14", "method": "the ωB97M-V functional and the def2-TZVPD basis", "charge": -1, "energy_ev": -200148.9196, "homo_ev": -5.20, "lumo_energy_ev": 1.7, "symbols": ["Br", "Ga", "F", "F", "F", "F", "O", "O", "O", "O", "O", "O", "O", "O", "O", "O", "O", "O", "O", "O", "C", "C", "C", "C", "C", "C", "C", "C", "C", "C", "C", "C", "C", "C", "C", "C", "C", "C", "C", "C", "C", "C", "C", "C", "C", "C", "C", "C", "C", "C", "C", "C", "C", "C", "C", "C", "H", "H", "H", "H", "H", "H", "H", "H", "H", "H", "H", "H", "H", "H", "H", "H", "H", "H", "H", "H", "H", "H", "H", "H", "H", "H", "H", "H", "H", "H", "H", "H", "H", "H", "H", "H", "H", "H", "H", "H", "H", "H", "H", "H", "H", "H", "H", "H", "H", "H", "H", "H", "H"], "positions_angstrom": [[-3.15716, -3.48991, 3.99668], [-1.09837, -1.70105, 0.87930], [2.21598, -3.93300, 0.22525], [1.47156, -5.80611, -0.53176], [-0.18431, -1.29529, -0.69520], [0.86601, -3.93920, -1.43559], [5.28002, 6.31528, 1.75350], [1.31490, 8.06524, -4.62001], [-2.41781, -3.02497, -4.50412], [-5.05358, -6.83565, 3.60200], [-3.43311, 3.07345, -5.19581], [-2.61216, 5.12760, -5.53728], [-3.00134, -7.38602, 4.31086], [-2.26361, -5.17103, 8.78787], [-1.76489, -7.34225, 9.08758], [7.16144, 6.33224, -3.21175], [8.11537, 5.73510, -1.28037], [-4.29463, -1.84566, -4.82593], [3.04426, 7.75238, -3.23918], [4.62305, 8.01056, 3.06110], [7.66456, 5.42476, -2.34390], [-0.66388, 0.87345, 2.78995], [-1.04231, -2.73701, -4.16305], [-2.41885, -7.91749, 5.50957], [0.54203, 5.85964, -4.86747], [-0.80840, -1.30863, -4.62359], [-3.98917, -2.51450, 1.40909], [-4.72049, -7.54110, 5.90802], [-3.35609, 4.24446, -5.85724], [-4.33210, 2.17438, -5.87686], [0.12357, -7.13857, 10.48325], [2.07239, 7.31607, -3.78699], [-0.87288, -0.08187, 2.06001], [-3.37290, -7.52856, 6.62960], [-3.55611, -3.81215, 2.10720], [-0.61361, -5.80289, 10.45592], [6.58421, 5.66668, -4.34778], [5.65060, 6.14248, 0.36747], [-2.18937, -0.69074, -4.42732], [7.25786, 4.30070, -4.39229], [7.51264, 4.02715, -2.91123], [-3.02789, -2.00361, 0.32849], [-3.11242, -1.87622, -4.62350], [4.89851, 7.59216, 1.97363], [-5.23430, 3.07281, -6.70949], [1.47711, 5.92486, -3.65991], [1.11301, -4.52007, -0.26105], [4.92172, 8.37017, 0.66953], [-4.29862, 4.23140, -7.04591], [-1.62991, -6.00942, 9.34964], [-0.12962, -3.30483, 1.64163], [4.94239, 7.26195, -0.37885], [0.15974, 7.31669, -5.05094], [-4.32970, -7.19445, 4.48310], [-0.05200, -4.51839, 0.69893], [-0.95248, -8.10121, 9.99997], [5.33566, 5.15380, 0.03637], [8.41159, 3.44323, -2.73814], [-5.41062, -6.80312, 6.30654], [-0.05876, 7.56818, -6.08559], [-5.65282, 2.57025, -7.57898], [-1.42511, -7.49332, 5.63792], [-0.69241, 7.60292, -4.43244], [-2.32305, -0.30416, -3.41561], [-0.54052, -8.95975, 9.47424], [-4.38749, -4.50438, 2.12840], [-6.06284, 3.43410, -6.09893], [2.25668, 5.16902, -3.69195], [-1.58801, -8.45647, 10.81455], [0.93522, 5.86080, -2.71534], [-1.14923, -5.61053, 11.38654], [-4.87887, 1.58881, -5.14293], [-4.94181, -2.74265, 0.92274], [0.52940, -7.40410, 11.45752], [0.87252, -2.99013, 1.92481], [1.09658, 5.51164, -5.74157], [3.92085, 6.96386, -0.61705], [0.03913, -4.96720, 10.22271], [-0.24488, 1.58038, 3.45588], [-4.81946, 5.18071, -7.13157], [-4.21765, -1.76546, 2.15875], [-2.32746, -9.00195, 5.39622], [-0.98211, -4.60443, 0.14274], [0.94837, -7.11765, 9.76982], [5.43379, 7.53658, -1.30959], [5.50536, 5.59688, -4.19316], [6.72801, 6.21316, 0.28957], [-3.15040, -6.52159, 6.97063], [-0.31669, 5.20793, -4.73482], [0.05089, -5.43376, 1.27686], [-0.54678, -1.29700, -5.68505], [-0.39268, -3.44975, -4.66595], [4.04523, 9.00651, 0.58837], [-3.71639, 4.04199, -7.94898], [-0.91255, -2.84004, -3.08452], [8.20948, 4.37411, -4.92108], [6.77235, 6.26033, -5.23885], [-0.60513, -3.59698, 2.57335], [6.65599, 3.54211, -4.88854], [-2.73223, -4.31436, 1.61936], [-0.01390, -0.80807, -4.07477], [6.65844, 3.54801, -2.43028], [5.82834, 8.97667, 0.64321], [-3.11948, -2.61983, -0.56617], [-3.32054, -8.19188, 7.48385], [-5.18287, -8.53015, 5.91093], [-2.40493, 0.08352, -5.15827], [-3.74222, 1.49567, -6.49564], [-3.40285, -1.02230, 0.02914]], "forces_ev_per_angstrom": [[0.2, -0.2, 0.0], [0.0, 0.1, -0.1], [0.2, 0.0, 0.2], [0.1, -0.2, -0.3], [-0.2, 0.0, 0.0], [-0.2, 0.1, -0.4], [-0.1, 0.0, -0.1], [0.0, 0.0, 0.0], [0.0, 0.0, -0.1], [0.1, 0.0, -0.1], [0.0, 0.0, 0.0], [0.0, 0.0, 0.2], [0.0, 0.0, 0.0], [-0.1, -0.1, -0.2], [0.3, 0.1, 0.3], [0.1, 0.0, 0.0], [0.3, 0.1, -0.2], [0.0, -0.1, -0.2], [0.1, 0.0, -0.1], [0.0, -0.1, 0.1], [-0.1, -0.2, 0.2], [0.2, -1.1, -0.6], [0.3, 0.0, 0.2], [0.1, 0.0, 0.2], [0.1, -0.3, 0.1], [0.0, 0.2, 0.0], [0.0, -0.5, -0.5], [0.5, 0.2, 0.2], [0.1, 0.1, -0.3], [-0.2, -0.1, 0.0], [0.0, 0.1, 0.1], [0.0, -0.1, 0.3], [0.0, 0.4, 0.2], [-0.3, -0.1, -0.2], [-0.8, 0.3, -0.1], [0.3, -0.4, -0.2], [-0.1, -0.1, -0.2], [-0.1, 0.0, 0.0], [0.4, -0.2, -0.2], [0.0, -0.1, 0.1], [0.1, 0.1, -0.5], [0.1, 0.4, 0.5], [-0.1, 0.2, 0.3], [0.1, 0.3, 0.0], [0.0, 0.1, -0.1], [-0.1, 0.1, -0.6], [-0.3, -0.1, 0.3], [-0.2, -0.4, -0.3], [-0.4, -0.2, 0.2], [-0.1, 0.2, 0.2], [0.1, 0.4, -0.3], [0.0, 0.1, 0.0], [-0.2, -0.1, -0.1], [-0.3, -0.1, 0.0], [-0.1, 0.4, 0.7], [0.1, -0.1, 0.0], [0.0, -0.1, 0.2], [-0.1, 0.0, 0.2], [-0.2, -0.1, -0.1], [0.1, 0.1, 0.0], [0.1, -0.1, 0.0], [0.0, 0.1, -0.2], [0.0, 0.0, 0.0], [0.0, 0.0, 0.0], [-0.1, 0.0, -0.1], [0.0, -0.2, 0.2], [0.0, 0.0, 0.0], [0.1, 0.0, 0.2], [0.0, 0.0, 0.0], [0.1, 0.0, 0.0], [0.0, 0.1, 0.0], [0.2, 0.0, 0.1], [-0.2, 0.0, 0.1], [-0.1, 0.0, 0.0], [0.1, 0.0, 0.0], [0.0, 0.0, 0.0], [0.0, 0.0, 0.0], [-0.2, 0.2, 0.1], [-0.2, 0.4, 0.2], [0.2, 0.1, -0.1], [0.2, 0.2, 0.1], [0.0, 0.0, 0.0], [0.0, -0.2, -0.4], [0.0, 0.0, 0.0], [0.0, 0.0, 0.0], [0.0, 0.0, 0.0], [0.1, 0.0, 0.1], [0.0, 0.0, 0.0], [-0.1, 0.1, 0.0], [0.1, -0.2, 0.0], [0.0, 0.0, 0.0], [-0.2, -0.1, 0.0], [0.1, 0.2, 0.1], [0.0, 0.1, 0.0], [-0.1, 0.0, 0.0], [0.0, 0.0, 0.0], [0.0, 0.1, 0.1], [-0.2, -0.1, 0.1], [-0.1, 0.0, 0.0], [0.4, 0.1, 0.2], [0.0, -0.1, 0.1], [0.0, 0.0, 0.1], [0.0, 0.1, 0.1], [0.1, -0.2, -0.1], [0.0, -0.1, 0.0], [-0.1, 0.0, 0.0], [-0.2, 0.1, 0.1], [0.0, 0.0, 0.0], [0.1, 0.1, -0.1]]}